[1]
Below is a molecular structure, C28H22CrN7O11S2 at a distorted geometry, with properties calculated with ωB97M-V/def2-TZVPD.

The geometry in XYZ format:
```
71
Properties=species:S:1:pos:R:3:forces:R:3:mulliken_charge:R:1
Cr -0.021728 -0.138534 0.482733 0.3 1.0 0.9 -0.053
O 2.395290 2.587085 2.210790 0.0 -0.1 -0.1 -0.705
C 1.388473 2.145635 1.698017 -0.2 0.0 0.1 0.086
O 1.129755 0.864403 1.604032 0.1 0.0 -0.1 -0.508
C 0.339672 3.085223 1.152880 0.0 -0.2 -0.1 1.076
C 0.370541 4.390534 1.580169 0.1 0.2 0.1 -0.571
C -0.594437 5.286154 1.145993 0.1 -0.1 0.0 -0.564
C -1.601218 4.892792 0.296724 -0.1 0.1 -0.1 -0.422
C -1.623345 3.592311 -0.166310 0.2 0.0 -0.1 -0.502
C -0.643897 2.651404 0.233125 -0.1 -0.1 0.0 0.605
O -0.609484 1.444290 -0.263446 0.0 0.0 -0.1 -0.500
N -2.750662 3.221598 -1.029808 -0.6 -0.3 0.7 1.059
O -3.663538 4.025046 -1.132866 0.3 0.1 -0.2 -0.665
O -2.796402 2.100881 -1.503461 0.2 0.1 -0.2 -0.622
N -0.560121 6.674335 1.613428 -0.1 0.1 0.1 1.066
O -1.429518 7.431086 1.219636 0.1 -0.1 0.0 -0.640
O 0.331368 6.992609 2.377209 0.0 -0.1 -0.1 -0.633
H 1.147051 4.703738 2.263324 0.0 0.0 0.0 0.613
H -2.364130 5.589147 -0.009512 0.0 0.0 0.0 0.659
O -2.162509 -3.620079 -5.012204 -0.1 0.0 0.0 -0.500
C -3.101268 -2.994245 -4.157070 0.1 0.0 0.0 -0.581
C -2.375205 -2.357349 -3.009199 0.0 0.0 0.0 0.305
C -3.078915 -1.878382 -1.913173 -0.1 0.0 0.0 -1.103
C -2.392525 -1.272407 -0.883124 0.1 0.1 0.1 -0.509
N -1.064498 -1.128718 -0.903555 -0.5 -0.4 -0.6 0.617
C -0.376487 -1.568319 -1.969470 0.0 0.1 0.1 0.196
C -0.998516 -2.196948 -3.030415 0.0 -0.1 -0.1 -0.739
C 1.069334 -1.270118 -1.906809 0.0 0.1 0.1 0.623
C 2.004622 -1.723714 -2.816022 -0.1 -0.1 -0.1 -0.739
C 3.336729 -1.358093 -2.675686 0.1 0.0 0.0 0.953
C 4.370956 -1.834577 -3.666353 -0.1 0.0 -0.1 -0.934
O 4.223540 -1.237115 -4.944755 0.0 0.0 0.1 -0.498
C 3.678124 -0.545037 -1.605710 0.0 0.0 0.0 -1.039
C 2.700450 -0.140731 -0.715964 0.0 0.0 0.1 -0.736
N 1.421283 -0.495632 -0.863023 0.4 -0.3 -0.4 0.671
H -2.625012 -3.977180 -5.775103 0.0 0.0 0.0 0.310
H -3.827003 -3.711215 -3.763514 0.0 -0.1 0.0 0.326
H -3.658062 -2.213608 -4.685129 0.0 0.0 0.0 0.320
H -4.156887 -1.967336 -1.859332 0.0 0.0 0.0 0.452
H -2.893815 -0.878078 -0.009291 0.0 0.0 0.0 0.539
H -0.435804 -2.546585 -3.883480 0.0 0.0 0.0 0.566
H 1.690820 -2.371485 -3.626838 0.0 0.0 0.0 0.552
H 4.331913 -2.926246 -3.729936 0.0 0.0 0.0 0.305
H 5.362945 -1.555442 -3.319725 0.0 0.0 0.0 0.360
H 3.359205 -1.452554 -5.308049 0.0 0.0 0.0 0.356
H 4.700720 -0.224198 -1.456901 0.0 0.0 0.0 0.379
H 2.926402 0.474612 0.146604 0.0 0.0 0.0 0.655
N -6.887063 -1.938051 5.225664 0.0 0.1 0.0 -0.497
C -5.736077 -1.367705 4.734996 0.0 -0.1 0.0 1.159
C -5.707808 -0.826582 3.441621 0.0 0.0 0.0 -0.863
C -4.565717 -0.221679 2.962103 0.0 0.0 0.1 -0.626
C -3.429091 -0.152774 3.762959 0.0 -0.1 0.0 -0.481
C -3.444039 -0.676111 5.048365 0.0 0.0 0.0 -0.325
C -4.588719 -1.283089 5.530447 0.0 0.0 0.0 -0.811
S -1.980060 0.613038 3.131894 -0.2 -0.3 -0.2 1.351
O -2.394719 1.734144 2.340357 0.1 0.1 -0.1 -0.667
O -1.071071 0.781740 4.228155 0.1 0.0 0.0 -0.717
N -1.404462 -0.484969 2.038523 0.3 0.1 0.3 0.095
C -0.633161 -1.527093 2.435316 -0.2 -0.2 0.2 0.210
S -0.664221 -2.521146 3.853117 0.0 0.1 0.0 -0.088
C 0.618281 -3.481358 3.190372 -0.1 0.0 0.1 -0.452
C 0.980749 -3.018603 1.980179 0.1 0.1 -0.2 -0.717
N 0.278356 -1.914058 1.553024 -0.2 0.1 0.2 0.683
H -7.645618 -2.136227 4.601383 0.0 0.0 0.0 0.192
H -6.855149 -2.458869 6.081142 0.0 0.0 0.0 0.198
H -6.599136 -0.870926 2.825230 0.0 0.0 0.0 0.286
H -4.547040 0.225218 1.974582 0.0 0.0 0.0 0.490
H -2.561650 -0.582249 5.669565 0.0 0.0 0.0 0.562
H -4.607232 -1.685493 6.537690 0.0 0.0 0.0 0.287
H 1.031980 -4.312851 3.737793 0.0 0.1 0.0 0.426
H 1.763282 -3.430656 1.358972 0.0 0.0 0.0 0.420
```
Positions in Å, forces in eV/Å.

Its max |F| is 1.37 eV/A. As for the spin multiplicity: 2. As for the frontier orbital gap (spin up / spin down): 0.263 / 0.257 hartree. The value obtained for the energy is -4131.89370 hartree. The calculation puts the energy relative to the best compared isomer or geometry (same formula, charge and spin) at 0.0 kcal/mol.


[2]
Below is a molecular structure, C28H22F3N3O5OsPS3, with properties calculated with ωB97M-V/def2-TZVPD.

The geometry in XYZ format:
```
66
Properties=species:S:1:pos:R:3:forces:R:3:mulliken_charge:R:1
Os -0.641358 -1.337592 0.512714 0.5 0.2 0.1 2.251
C -4.616180 0.640195 -2.382251 0.0 0.0 0.0 -0.437
S -4.882453 0.647236 -0.598804 0.0 0.0 0.0 0.010
C -3.521341 -0.256271 -0.019259 -0.1 0.0 0.1 0.536
S -2.316839 -0.891383 -1.092184 -0.1 -0.4 0.0 -0.611
N -3.461467 -0.461092 1.261235 0.1 0.1 -0.2 -1.363
N -2.443403 -1.329085 1.530632 -0.2 0.7 -0.2 0.639
C -2.587117 -2.142280 2.503327 0.0 -0.2 0.1 -0.116
C -1.683812 -3.266959 2.464720 -0.1 0.0 0.0 0.369
C -1.688392 -4.314194 3.362946 0.1 -0.2 0.0 -1.046
C -0.954789 -5.449949 3.051670 -0.1 0.1 0.0 -0.212
C -0.282898 -5.502138 1.841346 0.0 0.0 0.0 -1.052
C -0.295472 -4.400087 1.006431 0.1 0.0 0.0 0.208
N -0.955223 -3.284266 1.325161 0.1 -0.1 0.2 0.156
H -5.437145 1.225217 -2.793469 0.0 0.0 0.0 0.407
H -4.668502 -0.368774 -2.785315 0.0 0.0 0.0 0.363
H -3.670781 1.110428 -2.645990 -0.1 -0.1 0.0 -0.099
H -3.444501 -2.069757 3.158916 0.0 0.0 0.0 0.589
H -2.270328 -4.243287 4.271308 0.0 0.0 0.0 0.461
H -0.931873 -6.289152 3.733299 0.0 0.0 0.0 0.459
H 0.257414 -6.385395 1.533580 0.0 0.0 0.0 0.434
H 0.227015 -4.411442 0.061934 0.0 0.0 0.0 0.642
O 1.494010 -1.881541 1.246068 -0.1 0.0 -0.1 -0.657
S 1.905767 -2.310053 -0.109746 0.2 0.1 -0.2 1.186
O 2.644004 -3.519219 -0.215188 0.0 0.0 0.0 -0.631
O 0.590073 -2.303829 -0.875947 -0.3 -0.2 -0.3 -0.882
C 2.789548 -1.001947 -0.893558 -0.2 0.1 0.1 0.650
C 4.118018 -1.205170 -1.208044 0.1 0.0 0.0 -0.530
C 4.812591 -0.210870 -1.888498 0.0 -0.1 0.0 -0.751
C 4.164417 0.951705 -2.260200 -0.1 0.0 0.0 -0.842
C 2.822352 1.145224 -1.941478 0.1 0.1 0.0 -0.662
C 2.113782 0.179917 -1.241093 0.0 -0.2 0.1 -0.186
P 0.411319 0.574569 -0.693361 0.1 -0.2 0.7 0.985
C 0.678334 1.925633 0.545274 -0.2 0.0 0.0 1.566
C 1.165358 3.242958 0.056552 -0.1 0.0 0.0 -0.991
C 2.028700 3.951427 0.784373 0.0 0.0 0.0 -0.635
C 2.560965 3.483061 2.065452 0.0 0.1 0.0 -0.832
C 2.250857 2.282150 2.539238 0.0 0.0 0.0 -1.274
C 1.381064 1.334497 1.783585 0.1 -0.1 -0.1 0.632
C -0.402242 1.257307 -2.140589 0.1 0.2 0.0 0.520
C -0.181099 0.687428 -3.391914 0.0 0.0 0.0 -0.851
C -0.822588 1.203520 -4.507627 0.0 0.0 0.0 -0.864
C -1.678860 2.287543 -4.375068 0.0 0.0 0.0 -0.406
C -1.912793 2.846382 -3.125104 0.1 0.0 0.0 -1.147
C -1.286552 2.327201 -2.001421 0.0 0.0 0.0 -0.203
H 4.591043 -2.140818 -0.940765 0.0 0.0 0.0 0.579
H 5.854322 -0.358549 -2.139110 0.0 0.0 0.0 0.429
H 4.698185 1.719407 -2.804490 0.0 0.0 0.0 0.465
H 2.332279 2.061634 -2.246084 0.0 0.0 0.0 0.455
H 0.783764 3.622960 -0.879771 0.0 0.1 -0.1 0.431
H 2.354658 4.920078 0.425484 0.0 0.0 0.0 0.495
H 3.219900 4.137695 2.619684 0.0 0.0 0.0 0.457
H 2.648561 1.933169 3.484081 0.0 0.0 0.0 0.544
H 1.914433 0.393977 1.641442 0.0 0.0 0.0 0.213
H 0.492130 -0.154694 -3.499018 0.0 0.0 0.0 0.508
H -0.647016 0.760345 -5.478805 0.0 0.0 0.0 0.469
H -2.170667 2.697895 -5.247312 0.0 0.0 0.0 0.440
H -2.588772 3.685357 -3.024737 0.0 0.0 0.0 0.438
H -1.505378 2.742952 -1.025226 0.0 0.0 0.0 0.460
F 0.284230 0.973924 4.596843 0.1 -0.1 0.1 -0.272
C -0.465525 1.574006 3.664592 0.0 -0.1 -0.2 0.482
F -0.292679 2.886517 3.778663 0.0 0.2 0.0 -0.235
F -1.743828 1.298525 3.915854 -0.2 0.0 0.0 -0.239
C -0.060720 1.071313 2.267134 -0.1 -0.1 -0.1 0.426
O -0.615344 1.938716 1.251560 0.3 -0.1 -0.1 -0.620
O -0.461159 -0.232273 2.186327 0.0 0.0 -0.1 -0.712
```
Positions in Å, forces in eV/Å.

Its max |F| is 0.76 eV/A. As for the charge: +1. As for the frontier orbital gap: 0.271 hartree. The value obtained for the energy is -3546.62377 hartree. The calculation puts the energy relative to the best compared isomer or geometry (same formula, charge and spin) at 27.4 kcal/mol.


[3]
Below is a molecular structure, C28H22IN3OPS2Tc at a distorted geometry, with properties calculated with ωB97M-V/def2-TZVPD.

The geometry in XYZ format:
```
59
Properties=species:S:1:pos:R:3:forces:R:3:mulliken_charge:R:1
Tc -0.234200 0.144100 0.136000 0.6 0.9 0.9 0.114
I 0.111700 0.080500 2.780500 0.2 0.7 0.2 0.471
C 0.394200 2.063000 3.666900 -0.3 -0.8 -1.2 -0.042
C 0.720300 1.925800 4.999600 0.2 0.2 0.7 -0.648
C 0.826200 3.042000 5.830000 0.1 -1.4 -0.1 -0.912
C 0.553100 4.278100 5.306000 -0.3 1.1 -0.9 -0.731
C 0.249700 4.445600 3.936300 0.1 -0.3 0.0 0.774
C 0.022800 5.752900 3.453100 0.2 -0.3 0.9 -0.733
C -0.172200 5.991700 2.117200 -0.1 -0.3 -1.3 -1.192
C -0.158000 4.918000 1.232700 -0.1 1.3 0.3 -0.771
C -0.025600 3.600600 1.656900 0.0 -0.8 0.1 1.217
P -0.033500 2.526600 0.158200 0.1 -0.9 -0.8 2.078
C -1.443100 3.031200 -0.860200 0.0 0.1 0.2 0.645
C -1.420600 2.678500 -2.214000 0.3 0.1 0.2 -0.988
C -2.490300 3.006800 -3.027900 0.0 0.0 0.0 -0.891
C -3.588600 3.669300 -2.495100 0.0 -0.1 0.0 -0.712
C -3.643100 3.955800 -1.138000 -0.1 0.0 0.0 -0.877
C -2.581100 3.625500 -0.313900 0.2 0.0 0.0 -0.465
C 1.536200 2.996800 -0.623300 -0.1 -0.1 0.3 1.420
C 1.647200 3.818000 -1.743200 -0.1 0.1 0.1 -0.270
C 2.905100 4.088100 -2.259500 0.0 0.1 0.0 -0.809
C 4.043600 3.581100 -1.648800 -0.1 0.0 -0.1 -0.596
C 3.933600 2.786900 -0.514000 0.0 0.0 0.1 -0.647
C 2.685000 2.490700 -0.004800 -0.1 0.1 0.0 -1.001
C 0.193300 3.314900 3.036300 0.0 0.4 0.2 0.657
H 0.887200 0.943000 5.416600 0.0 -0.1 0.1 0.493
H 1.096900 2.911400 6.866200 0.0 0.0 0.1 0.461
H 0.569600 5.153900 5.937400 0.0 0.1 0.1 0.493
H 0.030000 6.574800 4.154700 0.0 0.1 0.1 0.504
H -0.323000 6.990900 1.741200 0.0 0.1 0.0 0.505
H -0.266500 5.116200 0.175000 0.0 0.1 0.0 0.522
H -0.546300 2.185700 -2.625900 0.0 0.0 -0.1 0.618
H -2.459900 2.766400 -4.079400 0.0 0.0 -0.1 0.521
H -4.401900 3.964400 -3.138800 -0.1 0.0 -0.1 0.513
H -4.504500 4.458600 -0.724900 -0.1 0.0 0.0 0.521
H -2.625700 3.863400 0.740100 -0.1 0.0 0.1 0.506
H 0.775400 4.262500 -2.202800 -0.1 -0.1 -0.1 0.486
H 2.992700 4.707500 -3.140300 0.0 0.0 0.0 0.483
H 5.018200 3.806300 -2.056000 0.1 0.0 0.0 0.463
H 4.817300 2.406300 -0.023800 0.1 0.0 0.0 0.486
H 2.584500 1.865200 0.874400 0.1 -0.1 0.1 0.330
O 2.819500 0.188600 -2.396600 0.6 -0.2 -0.6 -0.303
S 2.549900 -0.858800 -1.453000 -1.0 0.9 0.6 0.457
N 1.385200 -0.401000 -0.538600 0.6 -0.9 -0.2 -0.486
N -7.075600 -0.430700 -1.429800 0.1 0.4 -0.9 -0.346
C -6.433300 -0.778400 -0.326200 -1.1 -0.9 1.6 -0.149
S -7.146300 -1.677000 0.885400 0.7 0.5 -0.6 -0.228
C -5.015700 -0.405400 -0.164400 0.5 0.2 -0.2 0.732
C -4.519200 0.046700 1.061700 0.3 0.2 -0.1 -0.786
C -3.180700 0.352100 1.188000 -0.5 0.0 0.5 -0.369
N -2.298000 0.201600 0.189300 -0.6 -0.2 -0.1 0.148
C -2.774900 -0.230500 -0.989800 -0.1 -0.1 -0.4 -0.183
C -4.099900 -0.533000 -1.217400 0.0 0.0 0.2 -0.822
H -8.038000 -0.716400 -1.556300 0.1 0.0 0.1 0.231
H -6.684200 0.190300 -2.122600 0.0 -0.1 0.1 0.206
H -5.167000 0.149400 1.916900 -0.2 0.0 0.0 0.464
H -2.791800 0.708600 2.131800 0.0 0.0 0.0 0.386
H -2.046400 -0.338500 -1.793500 0.0 0.0 -0.1 0.511
H -4.408500 -0.915300 -2.178100 0.0 0.0 -0.1 0.541
```
Positions in Å, forces in eV/Å.

Its max |F| is 2.14 eV/A. As for the spin multiplicity: 4. As for the charge: +3. As for the frontier orbital gap (spin up / spin down): 0.176 / 0.079 hartree. The value obtained for the energy is -2834.84155 hartree.


[4]
Below is a molecular structure, C28H23Br2N10O3SSn at a distorted geometry, with properties calculated with ωB97M-V/def2-TZVPD.

The geometry in XYZ format:
```
68
Properties=species:S:1:pos:R:3:forces:R:3:mulliken_charge:R:1
Sn 0.899096 0.665181 -0.017846 2.7 -0.1 -0.3 1.497
C -2.039704 0.707181 3.066554 0.3 0.2 -0.8 -1.888
C -0.696804 0.813881 2.425054 1.3 -2.8 5.5 1.183
N -0.380804 1.418381 1.333054 -2.9 3.2 -2.1 0.397
N -1.278904 2.109081 0.611754 0.3 3.0 0.5 -0.858
C -0.708704 2.991981 -0.258846 -2.0 1.5 3.4 0.193
N -1.580804 3.736881 -0.984646 -1.0 2.3 1.3 -0.594
S 0.940196 3.164181 -0.406846 1.8 2.8 3.7 -0.692
C 0.530796 0.292181 2.997854 -4.3 2.5 -1.8 0.456
C 0.702996 -0.454919 4.146054 2.0 -1.2 1.3 -0.867
C 2.010996 -0.801619 4.472354 -1.8 -0.1 0.5 -0.673
C 3.060496 -0.387619 3.649654 0.8 1.0 -0.9 -1.045
C 2.766196 0.365181 2.520454 0.3 0.6 1.8 -0.326
N 1.515796 0.720281 2.170754 3.9 -0.2 1.2 -0.063
H -2.380704 1.706481 3.353554 -0.3 0.1 0.1 0.357
H -2.027004 0.075281 3.955754 0.1 0.1 -0.2 0.321
H -2.749404 0.281881 2.351354 -0.4 -0.1 0.1 0.426
H -2.221704 2.245081 0.946954 -0.2 0.0 -0.1 0.511
H -2.485404 3.344881 -1.203246 0.2 0.1 0.1 0.362
H -1.161804 4.307981 -1.709546 -0.4 -0.1 0.6 0.394
H -0.123604 -0.761719 4.771254 -0.1 0.0 -0.1 0.308
H 2.217996 -1.388919 5.362854 -0.1 0.1 -0.1 0.403
H 4.088296 -0.644319 3.883154 -0.1 0.1 -0.1 0.415
H 3.547396 0.712681 1.850454 0.1 0.0 0.3 0.849
Br 4.920396 2.042981 -3.150446 -0.2 -0.1 0.2 -0.227
C 4.781396 0.627281 -1.878346 -0.3 0.3 -0.2 -0.434
C 5.906396 -0.200019 -1.722946 -0.3 -0.8 0.8 -0.446
C 5.871396 -1.254119 -0.809046 0.2 0.9 -0.9 0.002
Br 7.419396 -2.340919 -0.639146 -0.1 -0.1 0.1 -0.266
C 4.709296 -1.483419 -0.047446 -0.2 -0.3 0.5 0.260
C 4.467596 -2.482919 0.920754 -0.7 -0.4 0.4 -0.813
C 3.229896 -2.529419 1.563754 1.3 0.0 -1.1 -1.757
C 2.272196 -1.580319 1.223154 0.2 -0.2 -0.3 0.459
N 2.457196 -0.609519 0.307054 0.8 -7.2 3.6 0.363
C 3.633596 -0.604019 -0.271146 1.1 -1.9 0.8 0.569
C 3.606296 0.425781 -1.133946 1.9 2.3 -2.9 0.368
O 2.501596 1.049681 -1.126246 2.1 3.7 -3.3 -0.600
H 6.795896 -0.013419 -2.315346 -0.1 0.0 0.1 0.378
H 5.227496 -3.213919 1.172154 0.1 0.1 -0.1 0.373
H 3.013596 -3.283019 2.310254 0.0 0.1 0.0 0.487
H 1.293996 -1.571019 1.692154 1.1 -0.4 0.3 0.340
O -5.687804 -1.848619 -4.023146 -0.4 -0.8 0.1 -0.561
C -6.048704 -0.644019 -3.393946 0.3 -0.3 -0.2 -0.387
N -4.856904 0.138481 -3.322446 0.1 1.1 0.9 -0.178
C -4.013304 0.059981 -2.237446 0.0 -0.6 0.3 0.210
O -4.242104 -0.656419 -1.269146 -0.3 0.3 -0.6 -0.689
C -2.763204 0.856381 -2.296246 0.6 0.4 0.0 0.483
C -2.577104 1.947381 -3.149446 0.4 0.4 -0.6 -0.753
C -1.363404 2.634681 -3.127646 -0.6 -1.7 -1.3 -1.472
C -0.379204 2.212281 -2.247846 0.3 -2.8 -3.6 -0.208
N -0.529704 1.171881 -1.401246 -4.7 1.5 -4.7 0.206
C -1.720504 0.521281 -1.439446 0.3 -0.4 -0.2 0.078
H -5.076904 -2.274119 -3.395446 -0.3 -0.1 -0.4 0.373
H -6.472604 -0.843419 -2.405446 0.3 0.3 0.0 0.312
H -6.778004 -0.115719 -4.013046 0.0 -0.3 0.0 0.315
H -4.526404 0.518681 -4.195946 0.1 0.0 0.2 0.221
H -3.361904 2.292181 -3.814346 0.0 -0.1 0.1 0.350
H -1.190904 3.486681 -3.776746 0.0 -0.1 0.0 0.520
H 0.581496 2.717281 -2.195046 -0.6 -0.7 -1.1 0.662
H -1.808204 -0.306419 -0.739146 -0.2 0.2 -0.3 0.289
N -0.050604 -0.990019 0.636354 -3.5 -3.5 0.7 -0.237
C -0.822804 -1.815519 0.896754 -1.0 -0.9 0.0 1.486
C -1.763704 -2.821519 1.213954 0.8 0.8 -0.2 -0.455
C -1.998804 -3.880519 0.307754 -0.1 -0.5 -0.5 -0.182
N -2.191704 -4.749519 -0.435946 0.1 0.5 0.4 -0.606
C -2.469504 -2.768519 2.437454 -0.2 0.1 0.6 -0.075
N -3.048804 -2.725019 3.441554 0.3 0.0 -0.5 -0.606
H 0.608796 -0.317019 -1.437846 1.0 -1.9 -0.9 -0.217
```
Positions in Å, forces in eV/Å.

Its max |F| is 8.10 eV/A. As for the charge: -1. As for the frontier orbital gap (spin up / spin down): 0.148 / 0.147 hartree. The value obtained for the energy is -7614.23417 hartree. The calculation puts the energy relative to the best compared isomer or geometry (same formula, charge and spin) at 0.0 kcal/mol.